(1)
An isolated molecule of C6H13NS in a non-equilibrium geometry, computed with ωB97M-V/def2-TZVPD.

The geometry in XYZ format:
```
21
Properties=species:S:1:pos:R:3:forces:R:3
S -1.90757 0.44666 2.06665 2.160 2.123 -1.149
N 1.25048 -0.07858 -0.61371 3.178 -2.550 -2.861
C -1.06655 0.10508 0.44649 0.250 3.366 -2.925
C 0.45992 0.54539 0.26358 -2.367 -0.276 2.424
C 0.88664 1.95765 0.19104 -4.043 2.448 3.441
C 0.82727 -1.03685 -1.60707 3.023 -3.883 2.578
C 1.44631 -0.44923 0.80848 3.552 1.994 -0.913
C -1.77426 -1.05338 -0.22498 1.563 -2.176 3.527
H 0.34898 -0.57069 -2.42264 0.190 0.437 -1.427
H 1.81815 -1.84481 -1.73562 -2.783 2.715 -0.589
H -1.47346 0.74324 -0.43861 0.227 0.834 2.146
H 0.99046 -1.33192 0.90516 -1.673 -3.519 1.246
H 0.10173 -1.71955 -1.15461 0.323 -0.212 -0.334
H -1.24370 1.72721 2.06808 -1.238 -1.741 0.538
H -1.49850 -1.08718 -1.24565 -0.742 -0.324 -0.782
H 2.54004 -0.45288 1.32657 -2.763 0.835 -1.406
H 0.25773 2.37393 1.15461 2.019 0.066 -1.828
H -1.55934 -2.00189 0.36736 -0.299 0.536 -1.201
H 0.36443 2.55126 -0.66639 1.748 -1.209 1.122
H 1.96362 1.90916 0.42407 -0.598 1.016 -0.728
H -2.73240 -0.73262 0.08719 -1.726 -0.479 -0.877
```
Forces are in eV/Å.

Values from the calculation:
* structure (SMILES): C[C@@H](S)[C@@]1(C)CN1C
* charge: 0
* orbital gap: 9.417 eV
* electronic energy: -18752.696 eV
* highest occupied orbital energy: -8.65 eV
* energy relative to the best compared isomer or geometry (same formula, charge and spin): 538.48 kJ/mol
* largest force on an atom: 0.114 hartree/bohr

Atomic partial charges in e from the Löwdin method, atoms 1 to 2: number 1, S, carries 0.726; number 2, N, carries -0.154

(2)
A structure of composition C20H50F2K2NO14S2 in a non-equilibrium geometry, computed with ωB97M-V/def2-TZVPD.

The geometry in XYZ format:
```
91
Properties=species:S:1:pos:R:3:forces:R:3
K -2.55028 2.67645 -0.23411 -1.029 -0.615 -0.457
K 0.59866 3.13214 1.60909 0.652 0.149 0.403
S 0.10671 -0.43820 0.60689 -2.154 -1.700 5.161
S 0.49717 1.09578 -1.26188 0.257 3.053 -2.133
F 0.08243 -0.17978 2.21566 0.414 0.528 -0.279
F -0.19363 2.46411 -1.80819 -0.658 0.380 0.880
O -3.93844 -3.32161 3.41006 -0.274 -0.409 -0.130
O 1.38957 -0.99893 0.42363 0.410 0.556 -1.118
O -0.00598 0.18105 -2.21099 -0.288 -1.171 0.587
O -1.07696 -1.20968 0.51262 -0.119 -0.372 -1.274
O 7.36730 0.55033 2.74627 -0.176 0.157 0.216
O 6.00586 -1.45254 0.89665 0.169 -0.313 0.673
O -1.33711 -4.18273 2.80694 -0.293 0.335 0.477
O 3.20856 0.30633 -5.40525 -0.222 -0.677 0.142
O 5.89004 1.91851 -5.38935 -0.663 0.296 0.242
O -3.96510 0.20742 4.43248 -0.632 0.418 0.343
O 1.85722 1.50194 -1.31308 0.230 -0.380 1.047
O -4.47438 0.75732 1.47916 0.224 0.350 -0.207
O -5.26047 3.46653 -1.13054 -0.157 -0.431 0.327
O -4.01437 1.26497 -2.23941 0.398 0.891 0.262
N -0.18986 1.10762 0.25168 1.594 -0.792 -2.868
C -5.39828 1.53661 2.20413 -0.195 0.318 0.480
C -3.63237 -0.02593 -2.64007 -0.164 -1.128 0.071
C -5.24172 1.71524 -2.81554 0.898 -0.714 0.164
C -6.06877 4.51550 -0.60581 1.504 0.883 -0.069
C 5.85437 -0.05234 0.89019 -0.295 0.045 -0.904
C 4.83990 -2.10396 0.44447 -0.536 0.490 0.633
C 7.81910 -0.71051 3.16853 0.155 -0.804 0.232
C 3.32523 1.07713 -4.20271 -0.390 -0.723 -1.193
C -3.92609 -0.38781 2.13316 -0.643 -0.890 -0.430
C 5.48346 0.86815 -6.22912 1.337 -0.412 -1.225
C -3.87374 -3.71723 4.76380 0.035 0.506 0.328
C -3.12650 -0.06725 3.36469 1.271 -0.672 -0.743
C -3.35866 0.96732 5.44420 0.206 -0.012 -0.068
C -2.34548 -4.16367 1.80331 0.985 -1.280 0.787
C 4.00237 0.73950 -6.47523 0.086 1.004 0.733
C 7.09604 0.65649 1.36753 0.464 -0.148 0.034
C -3.67441 -4.36277 2.49346 -0.683 0.559 -1.461
C 7.23033 2.29113 -5.61443 -0.210 0.013 0.075
C -5.49188 3.17543 -2.49514 -0.189 -0.547 -0.098
C -0.01084 -4.28068 2.37103 0.027 -0.417 -0.854
H 4.67178 -1.86632 -0.60980 -0.131 -0.308 -0.060
H 0.27911 -3.43451 1.73664 0.116 0.168 0.308
H 4.97827 0.29042 1.46030 -0.007 -0.277 0.155
H -2.42670 0.75441 3.10464 -0.266 0.255 0.331
H 3.97394 -1.76445 1.03550 0.006 0.196 -0.272
H 4.14486 0.65456 -3.62132 0.179 0.626 0.178
H -2.47581 -0.90941 3.63767 -0.011 -0.100 -0.290
H 5.90965 1.06255 -7.23392 -0.193 0.073 0.039
H -2.83733 -3.79464 5.10268 -0.009 -0.202 -0.034
H -3.88153 -5.36251 2.87949 0.619 0.034 0.475
H -5.98386 4.47550 0.47869 -0.560 -0.376 0.037
H -2.31816 -3.24479 1.21407 -0.010 0.064 0.056
H -6.01596 1.03431 -2.44927 -0.259 0.269 -0.066
H 3.65457 1.74673 -6.76649 0.020 -0.165 -0.264
H 0.62313 -4.39908 3.24504 0.034 0.321 0.045
H 7.01323 1.73130 1.20407 -0.203 -0.030 -0.253
H -4.41451 -4.64724 4.95417 0.071 -0.069 -0.092
H -7.08152 4.53880 -0.99749 -0.136 -0.286 0.194
H -2.54124 0.43147 5.94201 -0.032 -0.072 -0.061
H 7.94440 0.29241 0.77112 0.059 -0.012 0.111
H -4.43262 -0.76157 -2.47249 -0.118 0.247 -0.007
H -2.94095 1.88517 5.00311 -0.070 0.093 0.221
H -4.12372 1.20301 6.17792 0.012 0.100 0.020
H 5.67128 0.20121 -0.17000 0.020 0.516 0.189
H -6.55313 3.31588 -2.72369 0.109 0.402 -0.203
H -5.72236 2.37559 1.58490 -0.005 -0.263 -0.312
H -4.36213 -2.92376 5.33204 0.023 -0.036 0.030
H 0.15884 -5.17182 1.74249 -0.217 -0.016 0.114
H -2.13964 -5.03678 1.16379 -0.312 0.246 -0.336
H 2.39085 0.91494 -3.67407 0.028 0.112 0.081
H -4.39971 -4.29515 1.66128 -0.105 0.248 0.271
H 7.44498 3.16266 -4.99994 0.005 -0.130 0.212
H 7.87692 1.45194 -5.34019 0.296 0.177 -0.180
H 7.03613 -1.47006 3.15227 -0.094 0.035 -0.241
H -3.40381 -0.88874 1.31817 0.800 0.226 0.378
H -4.64657 -1.17962 2.38954 -0.525 0.659 0.208
H -6.27513 0.95804 2.50604 0.031 -0.043 -0.015
H -5.13315 1.61586 -3.90168 -0.405 0.035 -0.037
H -2.80410 -0.37168 -2.02056 0.111 0.299 -0.025
H 3.42560 2.11797 -4.51911 0.297 0.125 0.660
H -4.96366 1.98399 3.10492 0.043 -0.211 0.020
H 8.65235 -1.06880 2.55353 -0.030 0.055 -0.064
H -5.57006 5.46889 -0.84266 -0.390 0.045 -0.283
H 3.88530 0.04382 -7.30258 -0.237 -0.058 0.019
H 7.37721 2.60493 -6.65455 0.108 -0.280 -0.046
H 8.16088 -0.67323 4.20377 0.044 0.486 -0.072
H -3.33848 -0.11588 -3.69113 -0.006 0.386 0.002
H 5.98923 -0.07589 -5.96371 -0.411 -0.007 0.434
H 4.87772 -3.16775 0.66330 0.523 -0.083 -0.400
H -4.85338 3.78994 -3.13734 -0.156 0.201 0.039
```
Forces are in eV/Å.

Values from the calculation:
* charge: +1
* orbital gap: 6.684 eV
* electronic energy: -111450.231 eV
* highest occupied orbital energy: -10.89 eV
* largest force on an atom: 0.114 hartree/bohr

Atomic partial charges in e from the Löwdin method, atoms 1 to 2: number 1, K, carries 0.843; number 2, K, carries 0.927

(3)
The ion C4H13N2O with charge +1 in a non-equilibrium geometry, computed with ωB97M-V/def2-TZVPD.

The geometry in XYZ format:
```
20
Properties=species:S:1:pos:R:3:forces:R:3
O -0.73580 0.55198 -1.59431 -1.211 -1.797 -1.412
N -0.32140 1.36509 2.31958 -0.902 -0.953 -0.434
N 1.10132 1.00576 -0.02259 -2.502 2.517 -2.003
C -0.45507 -0.70738 -0.88503 0.166 -0.108 -0.476
C 0.21136 -0.18690 0.40633 1.058 -0.485 1.014
C -0.81051 0.19284 1.51094 -0.694 0.170 -0.029
C 0.50698 -1.52881 -1.71945 0.808 -3.828 -0.514
H 1.21301 0.96820 -1.15071 -0.219 0.166 3.351
H -0.44982 1.19643 3.32107 0.264 -0.120 -0.452
H -1.74900 0.37807 0.92622 0.515 0.386 0.857
H 0.08088 -2.11412 -2.60832 -0.130 1.262 1.130
H 1.43926 -1.11939 -2.16018 -0.566 0.533 0.688
H -1.06271 -0.69822 2.16842 0.675 0.968 -0.891
H -1.02632 0.30870 -2.53290 0.456 0.551 1.915
H -1.35774 -1.40158 -0.62126 1.243 1.703 -0.482
H 0.61586 2.03025 0.22129 1.480 -3.483 -0.675
H 1.95601 0.97571 0.49580 0.773 0.128 0.137
H 0.94787 -0.89891 0.88864 -0.813 0.514 -1.008
H 0.84891 -2.44872 -1.09177 -0.407 1.618 -0.741
H -0.95311 2.13098 2.12824 0.007 0.259 0.027
```
Forces are in eV/Å.

Values from the calculation:
* structure (SMILES): C[C@H](O)[C@@H]([NH3+])CN
* charge: +1
* orbital gap: 10.957 eV
* electronic energy: -9378.997 eV
* highest occupied orbital energy: -14.20 eV
* energy relative to the best compared isomer or geometry (same formula, charge and spin): 249.62 kJ/mol
* largest force on an atom: 0.079 hartree/bohr

Atomic partial charges in e from the Löwdin method, atoms 1 to 2: number 1, O, carries -0.088; number 2, N, carries 0.005

(4)
An isolated molecule of C5H7ClINO2 in a non-equilibrium geometry, computed with ωB97M-V/def2-TZVPD.

The geometry in XYZ format:
```
17
Properties=species:S:1:pos:R:3:forces:R:3
I 0.06243 3.21623 1.56350 0.040 -0.690 0.115
Cl 2.56263 -0.07946 2.12489 1.279 0.077 -0.076
O 0.20723 -3.17329 0.99154 0.450 -1.625 0.807
O -1.31585 -1.56644 1.21478 -0.003 2.724 -0.332
N -0.23805 -0.31189 -1.02293 -0.896 -1.111 1.411
C -0.26935 -2.13809 0.62836 0.573 0.078 -1.327
C 0.21522 -1.49174 -0.55289 1.147 -0.054 0.615
C -0.59870 0.78215 -0.19873 -1.152 2.151 0.406
C 0.57941 1.21143 0.72785 -0.139 -0.810 -0.457
C 0.98347 0.08957 1.58617 -0.752 1.115 0.197
H -1.92034 -2.20446 1.47808 -1.605 -2.086 1.178
H 0.35009 -0.30450 2.35087 -0.798 -0.138 -0.082
H -1.45924 0.61142 0.44161 -0.018 -0.458 -0.027
H -0.95261 1.62522 -0.86411 0.769 -0.776 0.664
H 1.03091 -2.07522 -1.02504 -0.731 0.774 -0.093
H 0.10811 -0.02728 -1.86316 1.171 0.634 -2.666
H 1.40297 1.49777 0.11041 0.665 0.196 -0.333
```
Forces are in eV/Å.

Values from the calculation:
* charge: 0
* orbital gap (spin up / spin down): 7.611 / 6.505 eV
* electronic energy: -31503.989 eV
* highest occupied orbital energy (spin up / spin down): -8.21 / -7.69 eV
* energy relative to the best compared isomer or geometry (same formula, charge and spin): 0.00 kJ/mol
* largest force on an atom: 0.058 hartree/bohr

Atomic partial charges in e from the Löwdin method, atoms 1 to 2: number 1, I, carries 0.726; number 2, Cl, carries 0.682

(5)
A structure of composition C23H26MoN5O4S2 in a non-equilibrium geometry, computed with ωB97M-V/def2-TZVPD.

The geometry in XYZ format:
```
61
Properties=species:S:1:pos:R:3:forces:R:3
Mo 1.00844 0.82716 -1.27736 -1.904 -0.771 3.585
S -0.09328 2.84888 -1.93947 1.631 0.465 -0.730
S -2.32346 -2.04330 1.75183 -1.663 -0.608 -0.997
O -2.81088 -3.35214 2.13891 0.821 0.899 0.002
O -1.05402 0.43812 -0.81981 0.516 -0.234 -0.720
O -1.14825 -1.91186 0.91523 -0.234 -0.213 0.353
O -1.66941 -0.00651 -2.95421 0.115 0.200 1.587
N 2.30164 2.43333 -3.23508 -0.017 0.238 -0.273
N -3.62581 -1.38978 0.99325 0.049 -0.520 0.550
N 1.66680 4.60798 -3.12507 -0.048 0.018 0.493
N 1.12992 -1.11812 -2.19745 0.512 0.252 -0.480
N 1.93711 1.13759 -2.99313 1.105 -0.924 -1.837
C -2.94017 -0.07545 3.62983 -0.037 -0.317 -0.044
C -0.83539 -1.24004 3.80298 0.603 -0.150 0.392
C -1.10320 1.20798 6.69125 -0.212 0.263 -0.122
C -2.03401 -1.03070 3.14839 -0.198 0.423 0.306
C 1.48908 -3.54068 -3.52065 -0.262 0.046 0.556
C -3.26848 -0.48076 -1.29192 -0.161 0.741 0.029
C -3.68420 -0.20117 0.13648 -0.374 -0.537 0.803
C 3.19463 0.98925 -0.05619 -0.577 0.071 0.064
C -1.41846 0.43775 5.45239 -0.138 -0.110 -0.475
C 1.23418 1.63576 0.99781 0.564 -0.817 -0.079
C 2.20338 -2.41467 -3.91930 -0.342 1.108 -0.209
C 2.40102 2.11419 0.32302 -0.266 -0.537 -0.150
C -1.92150 0.04038 -1.74287 0.959 -0.402 -1.650
C -0.52652 -0.50308 4.94466 -0.140 -0.240 -0.109
C 1.31460 0.21025 1.06258 0.645 0.314 -0.163
C 2.53078 -0.18274 0.40341 -0.847 0.546 0.245
C 1.42048 3.32463 -2.79597 -0.456 -0.460 -0.334
C 1.94223 -1.16685 -3.30353 -0.623 -1.529 0.593
C 0.51706 -2.21888 -1.75657 -0.238 -0.252 -0.421
C 3.44423 0.34676 -4.79853 -0.576 -0.030 0.056
C -2.62513 0.64310 4.76633 0.184 0.087 0.384
C 2.43436 0.11867 -3.72947 -0.059 1.961 1.167
C 0.59182 -3.42262 -2.44556 0.540 -0.106 -0.280
H -0.04672 1.20023 6.90041 0.384 -0.061 0.136
H -1.63152 0.80812 7.54847 -0.095 -0.159 0.207
H -0.02994 -4.25196 -2.11031 0.321 0.157 -0.078
H 2.68200 3.15571 0.23893 -0.114 -0.121 -0.307
H 1.12562 5.36441 -2.72175 0.158 -0.392 -0.134
H 0.63909 -0.44971 1.60792 0.067 0.228 -0.523
H 3.21664 -0.30005 -5.64365 0.189 -0.010 -0.095
H 4.18906 1.01268 -0.49063 -0.327 0.076 -0.147
H 0.40513 -0.70939 5.46380 -0.086 0.112 -0.043
H 4.46279 0.15163 -4.44071 -0.206 0.021 -0.044
H -4.44669 -1.99581 1.07401 0.583 0.390 -0.074
H -0.08198 -2.14834 -0.85757 -0.063 0.238 0.002
H 2.56959 4.82967 -3.53196 -0.336 -0.097 0.034
H 2.86293 -2.42573 -4.78600 -0.085 -0.165 0.300
H -1.41445 2.24288 6.58171 -0.044 0.149 0.017
H -0.13232 -2.00896 3.45883 -0.344 0.346 0.051
H -3.91214 0.09808 3.17967 0.217 -0.187 -0.230
H -4.74767 0.07667 0.14274 0.354 0.143 0.089
H 2.91775 -1.19024 0.37865 -0.073 -0.006 -0.268
H -3.11683 0.59170 0.63387 -0.021 0.013 -0.357
H 1.63443 -4.50871 -4.01240 -0.086 0.498 0.108
H 3.34644 1.38551 -5.09490 0.256 0.060 -0.167
H -3.30491 -1.55311 -1.48454 0.158 0.003 -0.018
H 0.49664 2.23418 1.50562 -0.164 0.084 -0.254
H -4.01793 -0.03787 -1.95435 0.260 -0.022 -0.146
H -3.34462 1.36596 5.15792 0.228 -0.176 -0.146
```
Forces are in eV/Å.

Values from the calculation:
* charge: +1
* orbital gap (spin up / spin down): 7.154 / 7.022 eV
* electronic energy: -63434.955 eV
* 2S+1: 3
* ⟨S²⟩: 2.062
* highest occupied orbital energy (spin up / spin down): -10.92 / -11.60 eV
* energy relative to the best compared isomer or geometry (same formula, charge and spin): 0.00 kJ/mol
* largest force on an atom: 0.080 hartree/bohr

Atomic partial charges in e from the Löwdin method, atoms 1 to 2: number 1, Mo, carries 1.506; number 2, S, carries 0.699

(6)
A structure of composition C2H6F4InN2O10S4 in a non-equilibrium geometry, computed with ωB97M-V/def2-TZVPD.

The geometry in XYZ format:
```
29
Properties=species:S:1:pos:R:3:forces:R:3
In 0.25087 -0.26956 -1.05547 0.188 0.532 0.216
S 3.99308 1.76917 -0.52605 3.583 5.711 8.422
S 3.72625 0.70703 -2.57538 -4.181 -1.113 -3.717
S -1.83566 -2.71585 1.36251 -3.071 4.131 11.116
S -1.58995 -3.95852 -0.49162 -0.617 -5.369 -6.468
F -1.54577 -1.30484 2.05879 0.344 0.040 -0.302
F -1.54601 -3.65570 -2.02295 0.286 1.330 -0.506
F 3.11277 -0.72430 -2.81321 0.071 -0.786 -0.011
F 2.92071 2.32789 0.52689 0.086 -0.070 1.896
O 4.20815 3.03834 -1.16191 1.102 -1.050 -1.252
O -1.02482 -3.56392 2.21933 -1.591 -0.059 -1.829
O 5.12325 0.51472 -2.57056 0.287 0.350 0.292
O -2.96387 -4.47779 -0.43637 2.775 1.589 1.445
O -0.47824 -4.87678 -0.41321 -1.011 1.804 1.439
O -2.36446 1.01888 -0.44492 0.343 -2.953 -1.227
O -3.31573 -2.65580 1.48556 2.552 -1.080 -0.650
O 5.09545 1.17731 0.28221 -2.779 0.974 -2.346
O -0.29365 1.58343 1.62276 0.429 -1.361 -0.403
O 3.00810 1.46892 -3.58427 1.546 -0.561 1.685
N 2.93483 0.88564 -1.07543 -0.132 -3.666 -4.858
N -1.28944 -2.34331 0.03419 0.224 -2.397 -4.231
C -2.30436 2.03143 0.43937 -0.984 3.940 2.571
C -1.65165 1.91309 1.81418 0.429 0.489 -0.172
H -2.26082 1.28364 2.46288 0.592 -1.033 -0.031
H 0.34823 2.11369 2.10070 -0.300 0.151 0.175
H -3.27185 0.77059 -0.25359 0.181 -1.395 -1.068
H -1.67782 2.84470 2.37944 -0.394 0.541 -0.592
H -3.35777 2.16036 0.68798 -0.169 1.240 0.427
H -1.94988 2.93756 -0.05192 0.209 0.070 -0.020
```
Forces are in eV/Å.

Values from the calculation:
* charge: 0
* orbital gap (spin up / spin down): 8.849 / 2.078 eV
* electronic energy: -85000.493 eV
* 2S+1: 2
* ⟨S²⟩: 0.761
* highest occupied orbital energy (spin up / spin down): -11.05 / -9.50 eV
* largest force on an atom: 0.238 hartree/bohr

Atomic partial charges in e from the Löwdin method, atoms 1 to 2: number 1, In, carries 1.157; number 2, S, carries 0.427

> What is the formula in the fourth record?

C5H7ClINO2

> Among the records above, which one has the lowest electronic energy?

C20H50F2K2NO14S2

> What is the charge in the fourth record?

0

> Which value of largest force on an atom does entry 1 give?

0.114 hartree/bohr